Computed, not measured: the molecule C5H4, with ωB97M-V/def2-TZVPD.

## Properties
Frontier orbital gap ... 0.377 hartree
SMILES ... C#CC#CC
LUMO level ... 0.97 eV
Electronic energy ... -5246.0970 eV
Net charge ... 0
Molecular weight ... 64.1 g mol⁻¹

Element x y z (Å)
1 C 0.5349 -0.4597 -1.8891
2 C -0.1088 0.0768 -0.6959
3 C -0.4948 0.4005 0.4017
4 C -0.6979 0.5840 1.7561
5 C -0.7249 0.6333 2.9605
6 H 1.6178 -0.4535 -1.7240
7 H 0.3188 0.1070 -2.7976
8 H 0.2232 -1.4984 -2.0367
9 H -0.6685 0.6100 4.0251

=====

Computed, not measured: a 2-piece molecular cluster, C4H9O2 overall, with ωB97M-V/def2-TZVPD.

## Properties
Frontier orbital gap ... 0.268 hartree
LUMO level ... 3.55 eV
Electronic energy ... -8390.3001 eV
Net charge ... -1
Molecular weight ... 89.1 g mol⁻¹

Element x y z (Å)
1 C -1.2840 -1.6215 1.6787
2 C 0.1274 -2.1642 2.0114
3 O 0.5034 -1.9950 3.1961
4 O 0.7653 -2.6310 1.0432
5 H -1.0954 -0.5578 1.4506
6 H -1.9783 -1.6744 2.5090
7 H -1.6601 -2.0829 0.7612
8 C 0.2533 1.4034 -0.9064
9 C 0.8718 1.7415 -2.2537
10 H -0.5128 2.1466 -0.6590
11 H -0.1586 0.3971 -0.8593
12 H 1.0108 1.5172 -0.1356
13 H 0.1845 1.6343 -3.0996
14 H 1.7421 1.1128 -2.4663
15 H 1.2306 2.7738 -2.2704

=====

Computed, not measured: a 7-piece molecular cluster, C6H24BrN12O6 overall at a distorted geometry, with ωB97M-V/def2-TZVPD.

## Properties
Frontier orbital gap ... 0.310 hartree
LUMO level ... 2.40 eV
Electronic energy ... -106828.4343 eV
Net charge ... -1
Molecular weight ... 440.2 g mol⁻¹

Element x y z (Å)
1 Br 0.7218 0.8128 -0.0365
2 C 0.5119 -2.9117 -2.4084
3 O -0.1782 -3.3699 -1.5239
4 N 1.0545 -3.7512 -3.3710
5 N 0.8424 -1.6236 -2.6332
6 H 0.7980 -4.7194 -3.3869
7 H 1.7432 -3.4259 -4.0207
8 H 0.5748 -0.9253 -1.9301
9 H 1.5702 -1.4339 -3.2898
10 C -3.0800 -0.5538 -1.5879
11 O -2.7913 -1.5820 -0.9909
12 N -2.1826 0.4440 -1.7603
13 N -4.2030 -0.4473 -2.3774
14 H -1.3842 0.5818 -1.1293
15 H -2.5229 1.2305 -2.2847
16 H -4.6879 -1.3172 -2.4918
17 H -4.3649 0.4684 -2.7431
18 C -1.4766 4.9166 0.9179
19 O -1.0079 4.7997 2.0434
20 N -2.5774 5.6529 0.6406
21 N -0.9236 4.3185 -0.1802
22 H -2.9501 5.8644 -0.2627
23 H -2.9889 6.0908 1.4473
24 H -0.1784 3.6461 -0.0624
25 H -1.2405 4.5873 -1.0909
26 C 4.9630 1.4909 0.1041
27 O 6.0752 2.0592 0.0569
28 N 3.9489 1.9294 0.8689
29 N 4.6586 0.5033 -0.7749
30 H 4.1754 2.8307 1.2530
31 H 3.0363 1.6201 0.5626
32 H 5.2905 0.1122 -1.4408
33 H 3.6675 0.3098 -0.8412
34 C -2.5322 -0.7233 2.6274
35 O -2.1383 -1.7689 2.1508
36 N -2.1031 0.4905 2.1701
37 N -3.5027 -0.6038 3.5741
38 H -2.6780 1.3101 2.1722
39 H -1.3130 0.4759 1.5249
40 H -4.1677 -1.3442 3.6965
41 H -3.5927 0.2482 4.0922
42 C 1.6183 -3.4762 1.5558
43 O 0.4675 -3.8401 1.5087
44 N 2.0625 -2.2808 1.0463
45 N 2.6379 -4.2243 2.0864
46 H 1.4175 -1.5400 0.7572
47 H 3.0259 -2.0031 1.0371
48 H 3.5855 -3.9080 2.1156
49 H 2.3191 -5.0205 2.6090

=====

Computed, not measured: an isolated ion of composition CH2O3P2 and charge -2 at a distorted geometry, with ωB97M-V/def2-TZVPD.

## Properties
Frontier orbital gap (alpha / beta) ... 0.202 / 0.214 hartree
SMILES ... C=P([O-])([O-])P=O
LUMO level (alpha / beta) ... 7.27 / 7.31 eV
Electronic energy ... -25787.7826 eV
Net charge ... -2
Molecular weight ... 124.0 g mol⁻¹

Element x y z (Å)
1 C 1.3577 -0.2632 0.0170
2 O -0.5206 -1.7299 1.1437
3 O -0.7138 -1.3221 -1.3343
4 O -1.6306 2.1481 -0.4950
5 P -1.5786 1.0892 0.5440
6 P -0.3514 -0.7828 0.0165
7 H 1.7210 0.4813 0.9111
8 H 1.7164 0.3795 -0.8030

=====

Computed, not measured: the molecule C5H7NO at a distorted geometry, with ωB97M-V/def2-TZVPD.

## Properties
Frontier orbital gap ... 0.326 hartree
SMILES ... C=C=C/C(O)=N/C
LUMO level ... 0.47 eV
Electronic energy ... -8832.3125 eV
Net charge ... 0
Molecular weight ... 97.1 g mol⁻¹

Element x y z (Å)
1 C 0.9556 1.9064 -1.0170
2 N 0.4610 0.8535 -0.1602
3 C -0.3746 -0.9377 2.6710
4 C -0.5661 -1.0072 1.3928
5 C -0.5864 -1.2548 0.1084
6 C 0.0027 -0.1911 -0.7085
7 O -0.1059 -0.3482 -2.0547
8 H 0.2557 2.1413 -1.8295
9 H 1.9117 1.6229 -1.4728
10 H 1.1154 2.8066 -0.4171
11 H -0.9154 -0.2714 3.3313
12 H -0.4578 -2.0428 2.6918
13 H -1.1296 -2.0997 -0.3018
14 H -0.5660 -1.1779 -2.2337

=====

Computed, not measured: C28H29ClI2IrN4O3 as an isolated structure, with ωB97M-V/def2-TZVPD.

## Properties
Frontier orbital gap (alpha / beta) ... 0.234 / 0.233 hartree
LUMO level (alpha / beta) ... -2.93 / -4.29 eV
2S+1 ... 5
Expectation value of S² ... 6.100
Electronic energy ... -73163.6602 eV
Net charge ... +1
Molecular weight ... 951.0 g mol⁻¹

Element x y z (Å)
1 Ir 0.4816 0.0963 0.1547
2 I 3.0745 -0.7443 1.2213
3 C 4.5862 -0.4154 -0.2405
4 I 4.3985 1.3147 -1.4191
5 H 4.5748 -1.2808 -0.8902
6 H 5.5101 -0.3589 0.3212
7 C -7.9951 -5.9829 -1.4200
8 O -7.7555 -4.7462 -0.7633
9 C -6.8536 -4.7285 0.2426
10 C -6.6546 -3.4868 0.8591
11 C -5.7444 -3.3545 1.8785
12 C -5.0007 -4.4709 2.3145
13 C -5.2390 -5.7162 1.7208
14 C -6.1474 -5.8471 0.6870
15 N -4.0349 -4.4029 3.2868
16 N -3.7459 -3.2676 3.8355
17 C -2.8277 -2.4150 3.3500
18 C -2.7064 -1.1841 4.0148
19 C -1.9241 -0.1502 3.5178
20 C -1.2172 -0.3063 2.3443
21 O -0.4893 0.6883 1.8000
22 C -1.2178 -1.5731 1.7124
23 N -0.3844 -1.7040 0.6239
24 C -0.2312 -2.8940 0.0696
25 C -0.9160 -4.0185 0.5303
26 C -1.7957 -3.8989 1.5765
27 C -1.9774 -2.6525 2.2011
28 H -8.7262 -5.7734 -2.1942
29 H -8.4021 -6.7226 -0.7278
30 H -7.0818 -6.3701 -1.8766
31 H -7.2440 -2.6454 0.5195
32 H -5.5994 -2.3988 2.3645
33 H -4.6988 -6.5783 2.0906
34 H -6.3053 -6.8177 0.2416
35 H -3.2840 -1.0520 4.9193
36 H -1.8710 0.8008 4.0317
37 H 0.4686 -2.9662 -0.7491
38 H -0.7417 -4.9704 0.0501
39 H -2.3264 -4.7651 1.9429
40 Cl 1.1037 -5.5062 -4.1665
41 C 0.8910 -3.8956 -3.5644
42 C 1.9889 -3.1880 -3.0973
43 C 1.8036 -1.9089 -2.5968
44 C 0.5392 -1.3246 -2.5458
45 C 0.3534 0.0089 -1.9210
46 C -0.5394 -2.0449 -3.0536
47 C -0.3726 -3.3243 -3.5611
48 H 2.9714 -3.6389 -3.1291
49 H 2.6576 -1.3485 -2.2306
50 H -0.6164 0.4423 -2.1819
51 H 1.1432 0.7097 -2.2108
52 H -1.5299 -1.6051 -3.0388
53 H -1.2134 -3.8787 -3.9549
54 C 2.4290 3.9547 1.4842
55 N 1.0614 4.0477 0.9733
56 C 0.3269 5.2917 1.1996
57 C 0.5318 3.0447 0.2960
58 C -0.8784 3.1623 -0.1922
59 O 1.2468 2.0308 0.0412
60 H 2.4705 4.4405 2.4565
61 H 3.1276 4.4449 0.8057
62 H 2.7074 2.9115 1.5862
63 H 0.9827 5.9835 1.7188
64 H -0.5542 5.1199 1.8168
65 H 0.0225 5.7507 0.2601
66 H -0.9594 3.9843 -0.9051
67 H -1.5636 3.3580 0.6318
68 H -1.1694 2.2404 -0.6855

=====

Computed, not measured: C2H3CsLi2O2 as an isolated structure at a distorted geometry, with ωB97M-V/def2-TZVPD.

## Properties
Frontier orbital gap (alpha / beta) ... 0.254 / 0.255 hartree
LUMO level (alpha / beta) ... -3.99 / -4.00 eV
2S+1 ... 2
Expectation value of S² ... 0.754
Electronic energy ... -7169.5639 eV
Net charge ... +1
Molecular weight ... 205.8 g mol⁻¹

Element x y z (Å)
1 O -1.3649 -1.8224 -0.8908
2 C 1.1750 -0.6005 -0.6314
3 C 0.7295 0.4645 0.0974
4 O -0.5399 0.5800 0.5215
5 Li -1.3281 0.0161 -1.2261
6 H 2.1649 -0.5472 -1.0878
7 H 0.7849 -1.6220 -0.6573
8 H 1.4106 1.2843 0.3638
9 Li -1.1142 -1.2610 0.8800
10 Cs -1.9179 3.5082 2.6307

=====

Computed, not measured: C4H11NOS2 as an isolated structure at a distorted geometry, with ωB97M-V/def2-TZVPD.

## Properties
Frontier orbital gap ... 0.335 hartree
LUMO level ... 0.46 eV
Electronic energy ... -29531.5207 eV
Net charge ... 0
Molecular weight ... 153.3 g mol⁻¹

Element x y z (Å)
1 C -1.6814 -0.7123 1.9766
2 C -0.8681 -0.8483 0.6552
3 C 1.4324 -0.0743 0.8367
4 C 0.6603 -1.1244 0.8328
5 N 1.0214 1.5513 -1.8448
6 O 1.0929 -2.3966 0.9230
7 S -0.0845 0.5898 -2.7155
8 S 1.5520 2.8838 -2.9065
9 H -1.2466 -1.3138 2.7715
10 H -1.7639 0.3517 2.2840
11 H -2.7439 -1.0588 1.7624
12 H -0.9931 0.0712 0.1023
13 H -1.4519 -1.6183 0.1154
14 H 2.5539 -0.1944 0.7835
15 H 0.9114 0.8450 0.8726
16 H 1.8988 1.0211 -2.0905
17 H 0.4417 -3.0069 0.7247
18 H -1.2999 1.2947 -2.5351
19 H 0.5684 3.7396 -2.5485